1.
{
  "formula": "C31H52N7O2PSc",
  "method": "ωB97M-V with the def2-TZVPD basis set",
  "elements": ["H", "H", "H", "C", "H", "H", "H", "H", "C", "H", "H", "N", "Sc", "C", "C", "H", "N", "H", "C", "H", "C", "H", "C", "H", "H", "H", "C", "H", "H", "C", "O", "H", "C", "H", "H", "N", "H", "H", "H", "C", "H", "H", "H", "C", "C", "H", "N", "C", "C", "H", "H", "C", "P", "C", "H", "C", "H", "H", "H", "H", "C", "H", "H", "C", "N", "H", "H", "H", "C", "C", "C", "H", "O", "H", "C", "C", "H", "N", "H", "H", "H", "H", "H", "C", "H", "H", "C", "H", "C", "C", "C", "N", "H", "C"],
  "xyz": [[-0.63702, 7.60311, -2.93767], [-3.66376, -1.97008, -1.87048], [2.98806, 4.39014, 1.61030], [2.63970, 4.78968, -2.13310], [1.10509, -1.77566, 3.86657], [2.23828, -3.78117, -0.19586], [-3.06497, 2.63442, 2.59341], [-0.68069, -3.66070, 2.65404], [-3.96766, -0.04219, 2.99276], [-1.37463, 2.17951, 2.59046], [3.29738, 2.16484, 2.70620], [-0.00049, -2.33358, -3.44325], [-0.59436, -0.30125, 0.30160], [-3.13935, -0.41792, -0.47437], [2.21580, 4.23212, -3.48493], [1.42361, 3.48653, -3.36706], [3.07144, -4.38441, 1.63080], [1.84173, -0.27707, -3.67189], [2.57102, 2.29956, 1.91666], [-1.06536, -3.32244, -1.92746], [1.88063, -2.14387, 3.19521], [3.33347, -2.62316, 0.53811], [2.54031, -3.34025, 0.75622], [-3.37664, -2.93777, 1.74591], [-2.14602, 1.62721, -2.16619], [-4.30159, -0.38007, -2.26642], [3.58136, -3.85976, 2.89815], [-0.28276, -1.76321, -5.46736], [4.29559, -3.06261, 2.70218], [2.16062, -5.45000, 1.86722], [0.17850, 5.56804, 0.39738], [1.74302, -5.83933, 0.93952], [1.02829, 4.99813, -0.26695], [1.83898, 5.02141, -4.13465], [2.04056, -5.19917, 4.55976], [-1.33132, -1.43986, 3.29083], [-2.02231, 3.20737, 1.29759], [-2.03511, 2.89290, -0.90920], [-1.47945, -3.80440, -3.58150], [-3.89035, -2.43891, 0.92167], [-3.54092, 0.52461, 3.82068], [0.04234, -4.35255, -2.86874], [0.26178, 0.27678, -4.19928], [1.04815, 6.73111, -1.92978], [0.38265, -2.37893, -4.86268], [-2.60250, -0.72472, -2.54350], [2.49670, -3.34965, 3.73504], [-2.71496, 0.96863, -0.18043], [-2.23589, 2.35407, 1.93958], [4.09784, -4.65998, 3.42843], [2.64362, -6.25505, 2.42000], [2.40454, 3.53235, 1.29901], [1.09359, -2.44905, 1.52816], [-1.59420, -0.82207, 2.21198], [1.80386, 0.30331, 2.06275], [0.71917, 2.54297, -0.05012], [-0.02291, 2.61442, -0.83582], [-4.94534, -2.37030, 1.20114], [-2.09040, -1.42048, 3.98131], [1.40892, -2.04916, -5.00375], [-3.34827, -1.07105, 0.70299], [0.72127, -3.99478, 4.61468], [-4.86740, 0.47194, 2.65347], [-3.43487, -0.90619, -1.86116], [0.98488, -4.96987, 2.73374], [1.01009, 7.43016, -1.09545], [-3.58403, 2.37537, -1.51216], [0.40718, -5.77628, 2.98047], [-2.59564, 1.12522, 1.17108], [0.20298, -1.26801, -2.70851], [-0.32487, 6.62378, -2.57684], [1.78747, 7.09559, -2.64172], [-0.13257, -1.24499, -1.47313], [-3.82784, -3.06050, 0.03018], [0.13698, -3.97281, 2.00580], [-2.96071, -0.17651, 1.85953], [3.43889, 5.52042, -2.26714], [0.82037, 1.36359, 0.58477], [-4.26268, -1.02344, 3.36634], [0.30598, -3.40652, -5.20427], [2.65368, -1.37940, 3.10314], [3.06738, 3.76813, -3.98322], [0.87916, 0.74189, -2.59424], [1.46339, 3.65389, 0.28200], [-0.31413, 5.93825, -3.42576], [-1.06133, 6.28582, -1.84854], [-2.58548, 2.01794, -1.24569], [-0.26735, -4.45517, 1.11501], [1.75822, 1.25192, 1.54516], [-0.66578, -3.52518, -2.91418], [0.82968, -0.05592, -3.32972], [1.54261, 5.43957, -1.42075], [3.04552, 3.99399, -1.50901], [1.56159, -4.37327, 4.03494]],
  "mulliken_charge": [0.400, 0.445, 0.601, -0.557, 0.422, 0.453, 0.476, 0.512, -1.903, 0.251, 0.532, 0.207, -0.191, 0.427, -1.067, 0.213, 0.230, 0.514, -1.101, 0.171, -1.468, 0.477, -1.402, 0.364, 0.351, 0.361, -0.974, 0.353, 0.379, -0.806, -0.623, 0.373, 0.170, 0.341, 0.364, -0.422, 0.303, 0.586, 0.420, -1.843, 0.548, 0.380, 0.485, -0.729, -1.033, 0.082, 0.173, 1.024, -1.658, 0.319, 0.369, -0.162, 1.970, -0.166, 0.216, -0.067, 0.862, 0.324, 0.253, 0.367, 0.235, 0.397, 0.321, -1.252, 0.063, 0.396, 0.405, 0.358, -0.017, 0.618, -1.018, 0.414, -0.080, 0.470, -1.234, 2.443, 0.413, 0.654, 0.552, 0.409, 0.589, 0.402, -0.207, -0.953, 0.273, 0.273, -1.739, 0.498, -0.283, -0.986, -1.170, 0.195, 0.333, -0.659],
  "total_energy_ev": -77484.3923,
  "de_lowest_kj_mol": 94.3,
  "homo_energy_ev": -15.66,
  "homo_lumo_gap_ha": 0.2770,
  "total_charge": 3,
  "lumo_energy_ev": -8.12
}

2.
{
  "formula": "C31H53BrFeNO3P3",
  "method": "ωB97M-V with the def2-TZVPD basis set",
  "elements": ["C", "O", "P", "H", "C", "H", "C", "H", "C", "H", "C", "Fe", "H", "C", "H", "H", "Br", "H", "H", "H", "H", "C", "H", "H", "C", "C", "H", "C", "H", "H", "C", "N", "H", "H", "C", "P", "H", "H", "H", "C", "H", "H", "C", "H", "O", "H", "H", "H", "C", "C", "H", "H", "H", "C", "C", "H", "H", "H", "H", "C", "C", "H", "C", "H", "P", "H", "H", "H", "C", "H", "C", "C", "H", "C", "O", "H", "H", "C", "C", "H", "H", "H", "C", "H", "H", "H", "H", "C", "C", "C", "H", "H", "H"],
  "xyz": [[-2.97792, -2.32270, -3.27864], [-1.19032, 1.68060, 2.79786], [-2.77942, -4.07990, -2.64224], [-0.49302, 7.29440, -3.59114], [-3.25802, -3.74900, -0.85534], [3.97728, 1.09070, 5.50166], [1.68768, -1.65820, -1.15924], [-3.78632, 1.45970, 3.18996], [-3.20212, 1.80950, 4.06896], [-0.81722, -6.09840, -3.44664], [0.66698, 2.28540, 6.17166], [-0.09782, -0.48590, 1.70076], [-2.50392, -4.20250, -0.18174], [-0.54092, 2.80270, -1.86014], [4.22048, -0.69950, 5.44176], [-3.90532, -3.07250, -5.11374], [0.13378, -2.20440, 3.56136], [-2.08532, -1.72520, -3.00624], [2.43248, -0.90310, 3.77906], [-3.18362, -2.65210, -0.72624], [-4.75032, -4.39710, 0.60606], [-4.66952, -4.21990, -0.48154], [-2.30732, -2.32640, -5.36984], [2.82508, 0.05430, -1.91704], [-1.34142, 0.80220, -0.70044], [-0.28052, 0.86940, 0.23316], [-0.52102, -3.47690, -3.31554], [-0.31572, 1.12060, 5.91876], [-3.83242, -1.88980, -2.72484], [-2.94172, 0.91230, 4.66926], [0.52478, 2.87750, -0.92754], [-1.17072, 7.47560, -6.92014], [3.76238, -1.46300, -1.88724], [-0.38002, -6.11430, -1.72214], [2.76138, -1.03760, -2.06234], [1.79268, -1.39190, 0.67806], [0.77308, -5.47320, -2.92024], [-2.08022, -0.00440, -0.62554], [4.56268, 0.30890, 3.98296], [-0.78232, 4.59420, -3.80014], [3.09898, 0.10530, 1.97676], [4.78578, -1.71370, 1.76526], [-1.47402, 1.74300, -1.72654], [5.45088, -0.20450, 1.10256], [2.09148, 1.14200, 3.64386], [-1.40082, 2.97880, 4.45436], [0.48408, 3.15420, 5.51116], [-0.59052, -3.65670, -1.55084], [-0.73512, 6.93960, -4.59714], [-1.33832, 6.16140, -7.15014], [-1.33662, 1.47340, 6.17136], [4.01888, -3.54910, 0.51626], [1.25228, 3.69090, -1.01714], [-0.91182, 5.55490, -4.84034], [-0.90182, -4.12650, -2.50494], [0.53858, 2.63820, 7.21756], [-2.30152, 1.67130, -2.44004], [-0.74022, 8.91440, -5.48434], [1.72228, 1.97960, 6.06686], [-0.29812, -5.53010, -2.65484], [0.64678, 1.92870, 0.09256], [-0.07422, 0.34070, 6.67346], [3.28858, -0.32920, 0.97946], [-4.92902, -5.16500, -0.98954], [0.40568, 1.31960, 3.34606], [1.08288, -3.50920, 1.51036], [1.85118, -0.14740, 5.31006], [-2.26392, 3.41610, 2.98246], [2.08888, -3.05430, 1.45836], [-1.57972, 5.87800, -8.18394], [-0.87482, 7.83800, -5.65954], [2.45328, 0.00360, 4.40026], [-3.84382, 2.47370, 4.68406], [3.89288, 0.18640, 4.86116], [-0.34422, 0.46570, 4.63976], [-5.42872, -3.46810, -0.76164], [3.21208, 0.49760, 0.24786], [3.07258, -4.03320, 0.80556], [-3.24352, -2.25080, -4.78784], [-1.37142, 4.11700, -6.41614], [0.69028, -1.27610, -1.44064], [3.31468, -4.84370, 1.51596], [-0.67052, 3.76390, -2.90104], [1.62478, -2.75350, -1.29744], [2.63858, -4.50280, -0.09384], [2.35858, -2.81970, 2.50446], [4.89448, -1.48570, -0.00444], [-1.94772, 2.55180, 3.60246], [4.67798, -0.97880, 0.94986], [-1.22362, 5.17230, -6.16864], [2.50228, -1.21360, -3.12154], [1.48258, 2.01580, 0.79676], [-3.72432, -1.29410, -5.06024]],
  "mulliken_spin": [0.001, 0.166, 0.000, -0.001, 0.000, 0.000, -0.008, 0.002, 0.014, 0.000, 0.003, 3.062, 0.000, 0.035, 0.001, 0.000, -0.014, -0.001, 0.008, 0.000, 0.000, 0.000, 0.000, 0.000, 0.002, -0.216, 0.000, -0.008, 0.000, 0.000, -0.019, -0.075, -0.001, 0.000, 0.001, -0.145, 0.000, 0.002, 0.000, 0.100, -0.015, 0.000, -0.038, -0.002, -0.021, -0.009, 0.001, -0.001, 0.250, 0.300, 0.001, 0.001, 0.001, -0.086, 0.001, 0.002, 0.000, 0.006, -0.002, 0.000, 0.055, 0.001, 0.006, 0.000, 0.172, 0.004, 0.000, -0.007, -0.015, 0.007, 0.291, 0.014, 0.001, 0.006, 0.003, 0.000, 0.000, -0.008, 0.000, -0.001, -0.012, -0.001, -0.053, -0.002, 0.000, -0.001, 0.001, -0.007, -0.003, 0.272, 0.000, -0.021, 0.000],
  "total_energy_ev": -172913.4252,
  "de_lowest_kj_mol": 162.8,
  "s2": 6.48,
  "multiplicity": 5,
  "homo_energy_ev": [-11.97, -11.96],
  "homo_lumo_gap_ha": [0.1701, 0.0525],
  "total_charge": 2,
  "lumo_energy_ev": [-7.34, -10.54]
}